Record 1
Entry from OMol25: C5H8O in the gas phase (the ωB97M-V functional and the def2-TZVPD basis).

```
14
Properties=species:S:1:pos:R:3:lowdin_charge:R:1
C -1.208 -0.008 -0.229 -0.311
C -1.546 1.430 0.182 -0.119
C -0.144 -0.624 0.613 0.088
C 0.893 -1.235 -0.164 -0.338
C 2.185 -0.569 0.239 -0.115
O 1.955 -1.909 0.519 -0.028
H -1.075 -0.064 -1.325 0.103
H -2.079 -0.643 0.017 0.127
H -2.498 1.745 -0.260 0.069
H -0.769 2.115 -0.172 0.071
H -1.609 1.522 1.271 0.072
H 0.816 -1.518 -1.221 0.146
H 2.879 -0.338 -0.570 0.119
H 2.198 0.096 1.100 0.115
```

Results
max |F|: 0.44 eV/A
calculated total energy: -7357.4633 eV
LUMO: 0.13 eV
HOMO: -8.527 eV
energy relative to the best compared isomer or geometry (same formula, charge and spin): 110.5 kcal/mol
Kohn-Sham gap: 8.65 eV

Record 2
Entry from OMol25: C5H8O in the gas phase (the ωB97M-V functional and the def2-TZVPD basis).

```
14
Properties=species:S:1:pos:R:3:lowdin_charge:R:1
C -2.010 0.983 -0.926 0.126
C -0.855 0.736 -0.679 -0.110
C 0.444 0.133 -0.359 -0.357
C 1.304 0.954 0.610 -0.073
C 0.156 -1.265 0.270 -0.249
O -1.004 -1.894 -0.194 -0.065
H -3.024 1.199 -1.178 0.036
H 0.989 -0.004 -1.302 0.144
H 0.717 1.236 1.492 0.086
H 1.708 1.864 0.155 0.080
H 2.150 0.342 0.946 0.082
H 0.987 -1.932 0.027 0.125
H 0.134 -1.137 1.364 0.120
H -1.695 -1.215 -0.226 0.056
```

Results
max |F|: 0.52 eV/A
calculated total energy: -7360.0535 eV
LUMO: 1.02 eV
HOMO: -10.011 eV
energy relative to the best compared isomer or geometry (same formula, charge and spin): 50.8 kcal/mol
SMILES: C#C[C@@H](C)CO
Kohn-Sham gap: 11.03 eV

Record 3
Entry from OMol25: a molecular structure, C5H8O (the ωB97M-V functional and the def2-TZVPD basis).

```
14
Properties=species:S:1:pos:R:3:lowdin_charge:R:1
C 1.591 -0.285 0.476 -0.057
C 0.658 0.568 -0.350 -0.245
C -0.644 0.078 -0.945 -0.137
C -1.328 -0.847 0.048 -0.140
O -1.213 0.133 1.105 -0.082
C -0.644 1.066 0.188 -0.225
H 1.054 -0.703 1.333 0.077
H 2.417 0.320 0.863 0.077
H 2.017 -1.109 -0.107 0.080
H 1.139 1.297 -1.002 0.138
H -0.915 0.204 -1.987 0.130
H -0.815 -1.787 0.289 0.117
H -2.381 -1.044 -0.179 0.122
H -0.936 2.108 0.270 0.146
```

Results
max |F|: 0.34 eV/A
calculated total energy: -7359.9102 eV
LUMO: 1.12 eV
HOMO: -9.240 eV
energy relative to the best compared isomer or geometry (same formula, charge and spin): 54.1 kcal/mol
Kohn-Sham gap: 10.36 eV

Record 4
Entry from OMol25: C5H8O in the gas phase (the ωB97M-V functional and the def2-TZVPD basis).

```
14
Properties=species:S:1:pos:R:3:lowdin_charge:R:1
C -0.245 1.942 -0.240 -0.111
C -0.452 0.518 0.261 -0.261
C 0.833 -0.318 0.340 -0.119
C 0.494 -1.720 -0.052 -0.563
O 1.125 -2.781 0.071 0.067
C -0.581 -2.189 -0.810 0.234
H 0.184 1.930 -1.249 0.079
H -1.200 2.474 -0.288 0.073
H 0.431 2.506 0.412 0.076
H -0.951 0.518 1.237 0.116
H 1.298 -0.317 1.332 0.131
H 1.597 0.047 -0.359 0.133
H -1.392 -2.627 -0.216 0.052
H -1.140 0.016 -0.438 0.094
```

Results
max |F|: 0.23 eV/A
calculated total energy: -7358.2252 eV
LUMO: -0.20 eV
HOMO: -9.314 eV
energy relative to the best compared isomer or geometry (same formula, charge and spin): 92.9 kcal/mol
Kohn-Sham gap: 9.11 eV

Record 5
Entry from OMol25: 2 unconnected molecules or ions with the total composition C5H8O (the ωB97M-V functional and the def2-TZVPD basis).

```
14
Properties=species:S:1:pos:R:3:lowdin_charge:R:1
C -0.116 -1.511 -2.301 0.005
C -0.512 -0.728 -1.324 -0.135
C -0.782 0.092 -0.386 -0.089
C -0.845 0.959 0.601 -0.084
C -0.185 0.716 1.936 -0.284
O 0.468 -0.521 2.034 -0.063
H 0.530 -2.362 -2.102 0.062
H -0.390 -1.321 -3.335 0.059
H -1.355 1.913 0.477 0.111
H 0.579 1.491 2.085 0.122
H -0.926 0.851 2.741 0.118
H -0.091 -1.178 1.596 0.085
H 1.905 0.622 -1.325 0.049
H 1.719 0.977 -0.696 0.043
```

Results
max |F|: 0.32 eV/A
calculated total energy: -7358.2007 eV
LUMO: 0.34 eV
HOMO: -9.031 eV
energy relative to the best compared isomer or geometry (same formula, charge and spin): 93.5 kcal/mol
SMILES: C=C=C=CCO.[H][H]
Kohn-Sham gap: 9.37 eV

Record 6
Entry from OMol25: a molecular structure, C5H8O (the ωB97M-V functional and the def2-TZVPD basis).

```
14
Properties=species:S:1:pos:R:3:lowdin_charge:R:1
C -0.379 -1.390 0.275 -0.057
C 0.330 -0.548 -0.759 -0.226
C 0.178 0.979 -0.904 -0.158
C 0.239 1.642 0.457 0.017
O 1.325 0.929 0.816 -0.052
C 1.475 0.341 -0.498 -0.210
H -0.408 -0.891 1.246 0.063
H 0.135 -2.350 0.396 0.082
H -1.408 -1.588 -0.040 0.083
H 0.400 -1.007 -1.747 0.143
H -0.147 1.437 -1.830 0.124
H -2.396 0.839 1.870 0.042
H -1.809 1.253 1.662 -0.003
H 2.463 0.352 -0.943 0.153
```

Results
max |F|: 0.41 eV/A
calculated total energy: -7356.6316 eV
LUMO: 0.70 eV
HOMO: -8.652 eV
energy relative to the best compared isomer or geometry (same formula, charge and spin): 129.7 kcal/mol
Kohn-Sham gap: 9.35 eV

Record 7
Entry from OMol25: C5H8O in the gas phase (the ωB97M-V functional and the def2-TZVPD basis).

```
14
Properties=species:S:1:pos:R:3:lowdin_charge:R:1
C 0.803 -0.884 0.968 -0.171
C -0.595 -0.222 1.022 -0.123
C -0.577 0.773 -0.127 -0.222
C -0.510 0.178 -1.517 -0.047
C 0.739 0.604 -0.805 -0.292
O 1.496 -0.387 -0.176 -0.091
H 0.739 -1.974 0.883 0.115
H 1.393 -0.650 1.864 0.115
H -1.395 -0.963 0.913 0.110
H -0.755 0.291 1.976 0.108
H -1.010 1.757 0.017 0.133
H -0.681 -0.892 -1.621 0.115
H -0.868 0.781 -2.347 0.101
H 1.331 1.437 -1.171 0.147
```

Results
max |F|: 0.31 eV/A
calculated total energy: -7360.7930 eV
LUMO: 1.16 eV
HOMO: -9.098 eV
energy relative to the best compared isomer or geometry (same formula, charge and spin): 33.7 kcal/mol
SMILES: C1C[C@@H]2C[C@@H]2O1
Kohn-Sham gap: 10.25 eV

Record 8
Entry from OMol25: C5H8O in the gas phase (the ωB97M-V functional and the def2-TZVPD basis).

```
14
Properties=species:S:1:pos:R:3:lowdin_charge:R:1
C -2.046 0.740 -0.066 -0.109
C -1.550 -0.586 -0.664 -0.260
C -0.101 -0.664 -0.467 -0.047
C 1.036 -0.613 -0.068 -0.001
C 2.345 -0.437 0.573 -0.282
O 2.666 0.926 0.769 -0.063
H -1.692 1.586 -0.665 0.076
H -3.139 0.776 -0.011 0.069
H -1.638 0.859 0.943 0.077
H -2.010 -1.433 -0.140 0.111
H -1.833 -0.681 -1.719 0.106
H 3.135 -0.966 0.022 0.114
H 2.288 -0.881 1.571 0.121
H 2.539 1.375 -0.076 0.088
```

Results
max |F|: 0.54 eV/A
calculated total energy: -7360.1175 eV
LUMO: 0.92 eV
HOMO: -9.624 eV
energy relative to the best compared isomer or geometry (same formula, charge and spin): 49.3 kcal/mol
SMILES: CCC#CCO
Kohn-Sham gap: 10.55 eV

Record 9
Entry from OMol25: C5H8O in the gas phase (the ωB97M-V functional and the def2-TZVPD basis).

```
14
Properties=species:S:1:pos:R:3:lowdin_charge:R:1
C -2.109 1.158 -0.275 -0.082
C -1.446 -0.185 -0.483 -0.134
C -0.072 -0.386 -0.582 -0.246
C 1.182 -0.332 -0.819 -0.005
C 2.325 -0.617 0.076 -0.309
O 2.033 -0.809 1.462 -0.087
H -2.702 1.429 -1.164 0.084
H -2.807 1.145 0.570 0.074
H -1.366 1.941 -0.115 0.078
H -0.437 -0.938 0.434 0.213
H -2.116 -1.040 -0.583 0.110
H 3.081 0.173 -0.053 0.108
H 2.804 -1.547 -0.249 0.114
H 1.629 0.007 1.780 0.081
```

Results
max |F|: 0.90 eV/A
calculated total energy: -7356.9140 eV
LUMO (alpha / beta): 0.34 / 0.34 eV
HOMO (alpha / beta): -7.738 / -7.737 eV
energy relative to the best compared isomer or geometry (same formula, charge and spin): 123.2 kcal/mol
Kohn-Sham gap (alpha / beta): 8.08 / 8.08 eV

Record 10
Entry from OMol25: a molecular structure, C5H8O (the ωB97M-V functional and the def2-TZVPD basis).

```
14
Properties=species:S:1:pos:R:3:lowdin_charge:R:1
C 0.101 -1.010 -1.144 -0.084
C 0.569 -1.411 0.233 -0.075
C 0.045 -0.028 -0.026 -0.377
C 0.572 1.397 0.029 -0.137
O -0.171 1.631 1.230 -0.102
C -1.071 0.588 0.813 -0.126
H 0.900 -0.830 -1.862 0.106
H -0.801 -1.434 -1.570 0.101
H -0.121 -2.045 0.792 0.105
H 1.614 -1.648 0.408 0.101
H 1.594 1.741 0.027 0.116
H 0.094 1.959 -0.804 0.126
H -1.489 0.023 1.652 0.124
H -1.868 1.027 0.196 0.122
```

Results
max |F|: 0.84 eV/A
calculated total energy: -7359.6302 eV
LUMO: 1.07 eV
HOMO: -9.595 eV
energy relative to the best compared isomer or geometry (same formula, charge and spin): 60.5 kcal/mol
Kohn-Sham gap: 10.66 eV

Please write out number 2 again, unchanged.
Entry from OMol25: C5H8O in the gas phase (the ωB97M-V functional and the def2-TZVPD basis).

```
14
Properties=species:S:1:pos:R:3:lowdin_charge:R:1
C -2.010 0.983 -0.926 0.126
C -0.855 0.736 -0.679 -0.110
C 0.444 0.133 -0.359 -0.357
C 1.304 0.954 0.610 -0.073
C 0.156 -1.265 0.270 -0.249
O -1.004 -1.894 -0.194 -0.065
H -3.024 1.199 -1.178 0.036
H 0.989 -0.004 -1.302 0.144
H 0.717 1.236 1.492 0.086
H 1.708 1.864 0.155 0.080
H 2.150 0.342 0.946 0.082
H 0.987 -1.932 0.027 0.125
H 0.134 -1.137 1.364 0.120
H -1.695 -1.215 -0.226 0.056
```

Results
max |F|: 0.52 eV/A
calculated total energy: -7360.0535 eV
LUMO: 1.02 eV
HOMO: -10.011 eV
energy relative to the best compared isomer or geometry (same formula, charge and spin): 50.8 kcal/mol
SMILES: C#C[C@@H](C)CO
Kohn-Sham gap: 11.03 eV

The highest energy relative to the best compared isomer or geometry (same formula, charge and spin) belongs to which entry?
number 6